Molecular formula: C4H6N2
Method: DFT, ωB97M-V/def2-TZVPD

```
12
Properties=species:S:1:pos:R:3:forces:R:3
N 0.29793 0.82896 0.36528 -0.1 -0.1 -0.2
C 0.46211 -1.34318 -0.41957 0.1 0.5 0.2
H -0.01392 1.79095 0.36857 0.0 -0.1 0.0
C -0.38261 -0.26787 -0.08234 -0.2 0.1 0.0
H -2.18623 0.24042 -1.13753 0.1 -0.1 0.1
H 2.69956 -1.16034 -0.25491 -0.2 0.0 0.0
H -2.27516 -1.20104 -0.12198 0.1 0.2 0.0
H 2.27268 1.05467 0.80941 0.0 -0.1 -0.1
N 1.62281 0.57287 0.20195 0.0 -0.2 0.1
C 1.69618 -0.74706 -0.17934 0.2 0.0 0.0
C -1.87569 -0.18632 -0.17548 0.0 0.0 0.0
H -2.31767 0.41795 0.62594 0.1 -0.1 -0.1
```
Positions in Å, forces in eV/Å.

## Properties
- Energy above the lowest of the compared OMol25 structures with the same formula, charge and spin: 76.0 kcal/mol
- 2S+1: 1
- Strongest force on any atom: 0.5 eV Å⁻¹
- E: -265.41439 a.u.
- Charge: 0
- Kohn-Sham gap: 8.11 eV
- SMILES: CC1=C=CNN1

For reference, the Löwdin charges in units of e are: number 1, N, carries 0.034; number 2, C, carries -0.068; number 3, H, carries 0.161; number 4, C, carries -0.370; number 5, H, carries 0.080; number 6, H, carries 0.090; number 7, H, carries 0.076; number 8, H, carries 0.149; number 9, N, carries -0.005; number 10, C, carries -0.166; number 11, C, carries -0.055; number 12, H, carries 0.073